DFT (the ωB97M-V functional and the def2-TZVPD basis) results for a 2-piece molecular cluster, C5H13N3 overall.

Results
Charge   0
LUMO level   0.99 eV
Relative energy (zero: lowest compared OMol25 entry of this formula, charge and spin)   2.004 eV
Kohn-Sham gap   0.3451 hartree

Cartesian coordinates (Å):
N -1.2029 -2.5934 -0.8113
C -0.0027 -1.9494 -0.2550
C 1.0063 -2.4144 1.9858
C -0.0131 -2.0099 1.2416
H -1.0225 -2.9643 -1.7329
H -1.9725 -1.9417 -0.8800
H 0.1045 -0.9127 -0.5996
H 0.8755 -2.4804 -0.6239
H 0.9044 -2.4336 3.0619
H 1.9466 -2.6797 1.5226
H -0.9244 -1.7228 1.7619
C 0.3235 2.3951 0.1241
C -0.1435 2.4015 -1.1100
N -0.5393 3.6328 -1.7165
N 0.7343 1.2371 0.8153
H 0.5401 3.3571 0.5785
H -0.2896 1.4807 -1.6735
H -1.5381 3.7467 -1.7923
H -0.0901 3.8031 -2.6031
H -0.0106 0.6150 1.0907
H 1.3139 1.4332 1.6156

Cartesian forces (eV/Å) of the 2 atoms listed first:
N 0.1 -0.1 0.1
C -0.2 0.0 -0.3

---

DFT (the ωB97M-V functional and the def2-TZVPD basis) results for one molecule with the formula C5H10N2O2 in a non-equilibrium geometry.

Results
Charge   0
LUMO level   0.43 eV
Relative energy (zero: lowest compared OMol25 entry of this formula, charge and spin)   3.961 eV
Kohn-Sham gap   0.3049 hartree

Cartesian coordinates (Å):
C -1.0174 0.6653 -2.1453
C 1.0866 1.2369 -0.8085
C 0.6048 -1.1760 0.8656
C -0.4452 -0.5864 -0.0853
C -0.1487 0.4051 -0.9424
N 0.9558 -0.1122 3.0548
N -1.6092 -1.3439 -0.1016
O 0.0284 -0.4261 2.0377
O 1.7591 -1.4267 0.7646
H 0.6049 -0.5510 3.9233
H 1.8608 -0.5383 2.8144
H -1.7957 -1.8430 0.7659
H -2.4132 -0.8349 -0.4301
H -0.4715 1.2325 -2.9028
H -1.3394 -0.2757 -2.6175
H 1.8972 0.7977 -1.3942
H 1.4329 1.2868 0.2261
H 0.9068 2.2500 -1.1586
H -1.8969 1.2400 -1.8661

Cartesian forces (eV/Å) of the 2 atoms listed first:
C -0.2 -0.2 0.2
C 0.4 -0.4 0.2

---

DFT (the ωB97M-V functional and the def2-TZVPD basis) results for a 2-piece molecular cluster, C3H3IS overall in a non-equilibrium geometry.

Results
Charge   0
LUMO level (alpha / beta)   -3.86 / -3.87 eV
Relative energy (zero: lowest compared OMol25 entry of this formula, charge and spin)   5.509 eV
Kohn-Sham gap (alpha / beta)   0.1966 / 0.1953 hartree

Cartesian coordinates (Å):
C -1.2734 1.3911 -1.4379
C -1.6357 1.5617 -0.3074
C 1.2262 -0.9940 0.2119
S 1.2965 -0.4837 -1.5000
I -2.9918 1.9951 1.2463
H 1.4700 -2.0104 0.3504
H 0.2066 -1.1892 0.6277
H 1.7015 -0.2706 0.8091

Cartesian forces (eV/Å) of the 2 atoms listed first:
C 3.0 -1.7 -3.7
C -2.8 1.0 5.1

---

DFT (the ωB97M-V functional and the def2-TZVPD basis) results for C2H2ClNS as an isolated structure in a non-equilibrium geometry.

Results
Charge   0
LUMO level   -2.61 eV
Relative energy (zero: lowest compared OMol25 entry of this formula, charge and spin)   4.090 eV
Kohn-Sham gap   0.2665 hartree

Cartesian coordinates (Å):
C -0.4811 0.1075 -0.5233
C 0.0814 -0.6204 0.4340
N 0.5200 1.1140 -0.5320
S 1.4979 0.3441 0.6980
Cl -0.4743 -3.0958 1.3794
H -1.3625 0.0855 -1.1254
H 0.2187 2.0650 -0.3306

Cartesian forces (eV/Å) of the 2 atoms listed first:
C -0.2 -0.4 0.1
C -0.8 -2.2 1.3

---

DFT (the ωB97M-V functional and the def2-TZVPD basis) results for C13H25N2O2S2SiTl as an isolated structure in a non-equilibrium geometry.

Results
Charge   +2
LUMO level (alpha / beta)   -9.22 / -9.93 eV
Relative energy (zero: lowest compared OMol25 entry of this formula, charge and spin)   0.561 eV
Kohn-Sham gap (alpha / beta)   0.2184 / 0.1941 hartree

Cartesian coordinates (Å):
Tl 0.4242 0.1301 -0.5864
C 1.4942 5.1525 4.3416
Si -0.0585 4.8185 3.3821
C -0.0638 5.7473 1.7751
C -1.6133 5.1205 4.3432
C -0.0258 2.8922 3.1458
C -0.0472 2.1276 4.3187
C -0.0798 0.7508 4.2830
C -0.0723 0.0921 3.0216
N -0.0401 0.7493 1.8994
C -0.0143 2.1183 1.9280
S 0.0310 2.8455 0.4175
H 1.5908 6.2294 4.5056
H 2.3776 4.8152 3.7942
H 1.4854 4.6683 5.3211
H -0.1209 6.8155 2.0095
H -0.9317 5.5248 1.1492
H 0.8484 5.6022 1.1925
H -1.7338 6.1945 4.5082
H -1.5938 4.6360 5.3223
H -2.4922 4.7656 3.7993
H -0.0453 2.6329 5.2791
H -0.1057 0.1703 5.1969
H -0.0810 -0.9905 2.9478
C 4.5927 0.7700 -0.9347
N 4.7243 -0.1913 0.1591
C 6.0053 -0.8804 0.3909
C 3.6698 -0.5031 0.8824
O 2.5278 -0.0118 0.7321
H 5.5757 1.1460 -1.1989
H 3.9639 1.5995 -0.6204
H 4.1471 0.3045 -1.8161
H 6.7917 -0.3470 -0.1330
H 5.9779 -1.9036 0.0197
H 6.2468 -0.8906 1.4516
H 3.8656 -1.2345 1.6734
C -2.9898 -2.4260 -1.7778
S -2.9501 -1.7483 -0.1283
C -2.4703 -3.2372 0.7425
O -1.7449 -0.8140 -0.0728
H -3.7670 -3.1897 -1.8152
H -2.0121 -2.8521 -2.0056
H -3.2368 -1.6188 -2.4643
H -3.0293 -4.0833 0.3444
H -2.7000 -3.1143 1.7988
H -1.4001 -3.3756 0.5851

Cartesian forces (eV/Å) of the 2 atoms listed first:
Tl -0.2 0.5 0.8
C 0.0 0.0 0.1

---

DFT (the ωB97M-V functional and the def2-TZVPD basis) results for C42H45F3N6O8PSSc as an isolated structure.

Results
Charge   -2
LUMO level   4.05 eV
Relative energy (zero: lowest compared OMol25 entry of this formula, charge and spin)   0.681 eV
Kohn-Sham gap   0.2251 hartree

Cartesian coordinates (Å):
Sc -0.0274 0.6760 -0.8618
C 4.7055 0.6889 -3.3814
N 3.5875 1.6019 -3.4310
C 2.6828 1.7256 -4.4701
C 1.7065 2.5518 -4.0478
N 1.9948 2.8918 -2.7435
C 3.1966 2.3591 -2.3705
S 4.0928 2.6623 -0.9840
C 1.1558 3.6769 -1.8784
C 1.1167 5.0334 -2.0932
C 0.0112 5.7260 -1.4840
C -0.6212 5.1364 -0.4583
C 0.0477 3.8829 0.0847
N 0.4201 2.9873 -1.0125
H 5.0535 0.4980 -4.3966
H 4.4051 -0.2423 -2.8971
H 5.4953 1.1431 -2.7871
H 2.8070 1.1955 -5.3976
H 0.8088 2.9023 -4.5273
H 1.7723 5.4839 -2.8240
H -0.3581 6.6543 -1.9089
H -1.5430 5.4973 -0.0227
H 0.9881 4.1687 0.5969
C 1.5126 0.6570 2.0113
O 1.6412 1.0211 0.6338
H 2.4308 0.9206 2.5423
H 1.3115 -0.4126 2.1227
H 0.6759 1.2111 2.4236
H 2.4382 0.5758 0.2662
C -6.1731 1.0863 -1.4018
C -5.2589 0.7230 -0.3880
C -3.9142 0.8154 -0.6127
C -3.3722 1.2581 -1.8489
C -1.9506 1.3265 -2.0607
C -1.5816 1.8161 -3.3012
C -2.4907 2.1960 -4.3118
C -3.8358 2.1017 -4.1033
C -4.3085 1.6312 -2.8568
C -5.7018 1.5329 -2.6014
H -7.2404 1.0168 -1.2227
H -5.6263 0.3651 0.5679
H -3.2087 0.5605 0.1611
H -0.5207 1.9132 -3.5383
H -2.1129 2.5602 -5.2630
H -4.5512 2.3816 -4.8707
H -6.3916 1.8275 -3.3871
C 1.0027 -4.7769 -0.3936
C 1.9004 -4.3505 -1.5498
C 1.0807 -4.2119 -2.8210
C 2.9960 -5.3888 -1.7700
O 2.6038 -3.1041 -1.3078
P 2.2662 -1.9488 -0.2239
O 0.8444 -1.4804 -0.3466
O 3.3545 -0.9367 -0.3011
O 2.3206 -2.7359 1.1839
C 3.5129 -2.9298 1.9679
C 3.8667 -1.6244 2.6666
C 3.1160 -3.9859 2.9905
C 4.6779 -3.4194 1.1175
H 0.4819 -5.6926 -0.6863
H 0.2605 -4.0107 -0.1680
H 1.5739 -4.9710 0.5130
H 0.6400 -5.1788 -3.0818
H 1.7227 -3.8937 -3.6469
H 0.2843 -3.4836 -2.6999
H 2.5495 -6.3494 -2.0403
H 3.5911 -5.5256 -0.8695
H 3.6562 -5.0696 -2.5782
H 3.0253 -1.2843 3.2753
H 4.1108 -0.8527 1.9362
H 4.7252 -1.7866 3.3240
H 2.2484 -3.6473 3.5578
H 3.9400 -4.1733 3.6835
H 2.8584 -4.9228 2.4933
H 4.9209 -2.6950 0.3404
H 4.4373 -4.3727 0.6524
H 5.5553 -3.5605 1.7556
F -4.0747 1.1083 7.5513
C -4.7819 1.4247 6.4492
F -5.5900 0.3825 6.1879
F -5.5992 2.4441 6.8190
C -3.9145 1.7897 5.2892
C -4.3612 1.5664 3.9944
C -3.5795 1.9496 2.9184
C -2.3397 2.5524 3.1271
C -1.9016 2.7691 4.4354
C -2.6842 2.3947 5.5093
C -1.5065 2.9355 2.0274
C -0.8033 3.2810 1.1166
H -5.3140 1.0837 3.8205
H -3.9246 1.7841 1.9089
H -0.9275 3.2095 4.5966
H -2.3277 2.5480 6.5190
O -0.4791 -1.1121 -2.7678
C 0.5784 -0.6096 -3.1576
O 1.1760 0.3339 -2.5445
H 1.0642 -0.9664 -4.0832
N -2.0129 -1.9455 0.1162
C -1.6073 -1.1162 1.1041
O -1.0906 0.0021 0.7928
C -1.8351 -1.4814 2.4555
C -1.3314 -0.7041 3.5217
N -0.9213 -0.1033 4.4203
C -2.4386 -2.7257 2.7419
N -2.9643 -3.7365 2.9467
H -1.6259 -1.7936 -0.8060
H -2.2760 -2.8875 0.3526

Cartesian forces (eV/Å) of the 2 atoms listed first:
Sc 0.2 0.3 0.0
C -0.1 0.0 0.0

---

DFT (the ωB97M-V functional and the def2-TZVPD basis) results for one molecule with the formula C4H5NS2 in a non-equilibrium geometry.

Results
Charge   0
LUMO level   -0.62 eV
Relative energy (zero: lowest compared OMol25 entry of this formula, charge and spin)   2.384 eV
Kohn-Sham gap   0.2999 hartree

Cartesian coordinates (Å):
C 0.4019 0.3805 0.6382
C 1.5244 0.8104 -0.1955
C -1.5132 -0.5711 -0.5099
C -0.2633 -0.9005 0.0694
N -1.9737 0.5964 -0.3511
S -1.0438 1.6395 0.5381
S 3.0182 0.3582 0.1118
H 0.6635 0.2872 1.7737
H 1.2685 1.2352 -1.2269
H -2.1868 -1.1113 -1.1481
H 0.5584 -1.2168 -0.7068
H -0.4540 -1.5078 1.0071

Cartesian forces (eV/Å) of the 2 atoms listed first:
C -1.6 1.4 2.6
C 0.0 0.0 -1.9

---

DFT (the ωB97M-V functional and the def2-TZVPD basis) results for a 2-piece molecular cluster, C4H12NO2 overall in a non-equilibrium geometry.

Results
Charge   -1
LUMO level   3.85 eV
Relative energy (zero: lowest compared OMol25 entry of this formula, charge and spin)   1.593 eV
Kohn-Sham gap   0.2549 hartree

Cartesian coordinates (Å):
C -1.3056 -0.5166 0.0046
N -0.3427 0.0200 -0.9826
C -0.4900 1.5272 -1.2221
O 0.2993 2.3132 -0.3642
C -0.9878 -1.7815 0.7648
C 0.4695 -1.6873 1.3475
H -1.4173 0.2640 0.7272
H -2.2743 -0.4898 -0.5033
H 0.4988 -0.1790 -0.4867
H -0.2414 1.5252 -2.3478
H -1.4777 1.9097 -1.2068
H -1.1708 -2.6149 0.1122
H -1.7010 -1.9095 1.5534
H 0.6901 -0.8107 2.0004
H 0.5506 -2.6556 1.9182
H 1.2015 -1.6955 0.5191
H 2.8823 2.3729 -1.3625
H 1.9348 2.1875 -0.2132
O 2.8817 2.2208 -0.2584

Cartesian forces (eV/Å) of the 2 atoms listed first:
C -1.1 1.9 -0.8
N -1.5 -1.0 0.3

---

DFT (the ωB97M-V functional and the def2-TZVPD basis) results for one molecule with the formula CH3FN2OS in a non-equilibrium geometry.

Results
Charge   0
LUMO level (alpha / beta)   0.54 / -3.18 eV
Relative energy (zero: lowest compared OMol25 entry of this formula, charge and spin)   0.577 eV
Kohn-Sham gap (alpha / beta)   0.2592 / 0.2657 hartree
Multiplicity   3

Cartesian coordinates (Å):
C 1.2683 -0.0189 0.0793
N 1.1621 1.0094 0.7688
N -2.1451 -0.3410 -0.7525
O 0.4296 -0.9718 -0.0418
F 2.2983 -0.1824 -0.8017
S -1.1756 -0.2156 0.4402
H 1.9172 1.7391 0.6467
H -2.3438 0.4455 -1.2996
H -1.4110 -1.4643 0.9607

Cartesian forces (eV/Å) of the 2 atoms listed first:
C 2.2 0.3 -1.6
N 0.8 2.1 0.9

---

DFT (the ωB97M-V functional and the def2-TZVPD basis) results for C44H46BF9N10O4SSeSiTi as an isolated structure in a non-equilibrium geometry.

Results
Charge   -1
LUMO level (alpha / beta)   2.02 / 2.02 eV
Relative energy (zero: lowest compared OMol25 entry of this formula, charge and spin)   0.000 eV
Kohn-Sham gap (alpha / beta)   0.2165 / 0.2165 hartree
Multiplicity   2

Cartesian coordinates (Å):
Ti 0.0871 -0.8832 -0.8341
C -1.9729 0.4248 1.8547
C -0.7728 -0.3861 2.2185
C -0.3294 -0.6675 3.5168
C 0.8591 -1.3410 3.3602
N 1.1089 -1.4598 2.0455
N 0.0878 -0.8922 1.3336
B 2.1722 -2.2745 1.2723
N 2.9083 -1.3873 0.2321
C 4.2272 -1.2273 0.0480
C 4.4222 -0.4598 -1.0765
C 3.1352 -0.1736 -1.5486
C 2.7606 0.6430 -2.7293
N 2.2287 -0.7399 -0.7512
N 1.4252 -3.3924 0.4635
C 1.4376 -4.7192 0.6546
C 0.6627 -5.3097 -0.3179
C 0.1810 -4.2432 -1.0890
C -0.6801 -4.3420 -2.2935
N 0.6253 -3.0847 -0.5966
N 3.2313 -2.9395 2.1486
C 4.1562 -3.8239 1.7016
C 5.0390 -4.0723 2.7205
C 4.5755 -3.2717 3.7860
C 5.1512 -3.1259 5.1595
N 3.4996 -2.5937 3.4334
H -2.7867 0.2085 2.5500
H -2.3178 0.2671 0.8356
H -1.7416 1.4895 1.9399
H -0.8048 -0.3767 4.4380
H 1.5603 -1.7264 4.0769
H 4.9368 -1.6485 0.7394
H 5.3569 -0.1329 -1.4984
H 3.2905 1.5959 -2.7194
H 1.6946 0.8521 -2.7354
H 3.0214 0.1150 -3.6455
H 1.9923 -5.1534 1.4684
H 0.4719 -6.3582 -0.4681
H -1.5678 -4.9385 -2.0755
H -0.1297 -4.8288 -3.0996
H -1.0068 -3.3684 -2.6287
H 4.1260 -4.1965 0.6909
H 5.8895 -4.7325 2.7075
H 6.0615 -3.7158 5.2594
H 4.4427 -3.4587 5.9189
H 5.3914 -2.0831 5.3678
C -5.6640 -1.3615 -1.0561
N -4.9635 -2.1882 -0.0732
C -5.5679 -3.0155 0.8483
C -4.5853 -3.5898 1.5719
N -3.3853 -3.1145 1.0755
C -2.0762 -3.4911 1.5832
C -3.6176 -2.2626 0.0494
Se -2.5038 -1.4506 -1.1812
H -6.6267 -1.0843 -0.6317
H -5.8035 -1.9255 -1.9787
H -5.0757 -0.4617 -1.2554
H -6.6360 -3.1173 0.9079
H -4.6264 -4.2903 2.3857
H -2.2106 -4.3141 2.2817
H -1.6010 -2.6557 2.0890
H -1.4438 -3.8103 0.7572
C -4.2077 6.4096 3.0632
C -4.0264 5.4252 1.9361
C -3.4369 5.8103 0.7350
C -3.2272 4.8933 -0.2851
C -3.6212 3.5697 -0.1343
C -4.2527 3.1898 1.0407
C -4.4518 4.1065 2.0644
S -3.0903 2.3236 -1.3507
O -4.1371 1.2607 -1.1062
O -3.2520 3.0720 -2.6451
O -0.0563 0.9214 -0.6078
H -3.4670 7.2083 3.0083
H -4.1064 5.9187 4.0323
H -5.1959 6.8768 3.0345
H -3.1220 6.8412 0.6059
H -2.7507 5.1889 -1.2127
H -4.5929 2.1645 1.1309
H -4.9327 3.7913 2.9860
C 2.1286 4.8387 -3.6039
C 0.8248 4.3634 -3.5692
C 0.3710 3.6524 -2.4671
C 1.2162 3.4011 -1.3786
C 2.5104 3.9225 -1.4152
C 2.9682 4.6314 -2.5180
Si 0.5141 2.3350 -0.0184
C 1.7498 2.1255 1.3926
C 1.2784 2.2646 2.7001
C 2.1046 2.0677 3.7999
C 3.4326 1.7210 3.6151
C 3.9317 1.5886 2.3258
C 3.0996 1.7909 1.2357
H 2.4898 5.3723 -4.4751
H 0.1572 4.5326 -4.4050
H -0.6467 3.2728 -2.4714
H 3.1770 3.7783 -0.5724
H 3.9829 5.0121 -2.5339
H -0.5798 3.1153 0.6093
H 0.2419 2.5407 2.8622
H 1.7049 2.1754 4.8013
H 4.0762 1.5490 4.4695
H 4.9699 1.3191 2.1694
H 3.5133 1.6685 0.2420
F 1.1824 0.9182 -5.0949
C -0.1192 0.6088 -4.9290
F -0.6781 0.7057 -6.1516
F -0.6500 1.5483 -4.1653
C -0.3538 -0.8112 -4.2335
O -0.4204 -0.6459 -2.9101
C 0.7797 -1.8468 -4.6652
F 1.6311 -2.0495 -3.6509
F 1.5086 -1.4683 -5.7285
F 0.2796 -3.0578 -4.9827
C -1.7195 -1.3379 -4.8123
F -2.6688 -0.4203 -4.6363
F -1.6508 -1.6276 -6.1316
F -2.1302 -2.4605 -4.2061

Cartesian forces (eV/Å) of the 2 atoms listed first:
Ti -1.1 0.8 -1.0
C 0.0 0.0 0.0

---

DFT (the ωB97M-V functional and the def2-TZVPD basis) results for C5H15O3 as an isolated structure in a non-equilibrium geometry.

Results
Charge   -1
LUMO level   3.62 eV
Relative energy (zero: lowest compared OMol25 entry of this formula, charge and spin)   0.267 eV
Kohn-Sham gap   0.2897 hartree

Cartesian coordinates (Å):
C -0.7525 -0.3796 1.5691
O 0.5229 -0.9638 1.6139
C -1.3601 -0.5546 0.1925
C -0.5358 0.2123 -0.8802
C -1.1543 1.5836 -1.2661
C -0.3273 -0.6738 -2.1396
H -1.3599 -0.7605 2.4083
H -0.6137 0.6830 1.8906
H -2.3970 -0.1931 0.2196
H -1.2670 -1.6162 -0.0200
H 0.3894 0.4935 -0.3750
H -0.4208 2.2846 -1.6401
H -1.9643 1.4063 -1.9845
H -1.7039 1.8887 -0.3681
H 0.7193 -0.9834 -2.2210
H -0.6290 -0.1676 -3.0566
H -0.8825 -1.6070 -2.0587
H 1.3403 -0.2410 2.1066
H 1.8233 1.3111 2.5350
O 2.2784 0.4803 2.3863
H 2.9365 -0.1368 0.8194
H 2.2277 -1.2037 0.0865
O 3.1301 -0.8622 0.1822

Cartesian forces (eV/Å) of the 2 atoms listed first:
C 1.8 0.3 1.3
O -0.8 -0.3 -0.2

---

DFT (the ωB97M-V functional and the def2-TZVPD basis) results for I3Na9O12S3 as an isolated structure in a non-equilibrium geometry.

Results
Charge   0
LUMO level   -0.94 eV
Kohn-Sham gap   0.2484 hartree

Cartesian coordinates (Å):
Na 3.3239 -2.9264 -1.9644
Na 1.4541 -0.4116 -4.5307
Na 0.0651 3.8293 -1.4316
Na 3.2362 0.7898 1.9092
Na -2.5851 -0.8074 -1.1235
Na -1.2419 -1.2467 2.8625
Na -0.1927 -4.0520 0.5057
Na -2.1442 2.8451 2.9527
Na 0.3463 0.1265 -0.2027
I 3.7895 0.5575 -1.6245
I 1.8892 -2.4490 1.7914
I -0.9149 1.1322 -2.9619
S -2.8552 0.5477 1.4008
O -2.8233 0.5228 2.8949
O -2.8695 1.9192 1.0543
O -1.5229 0.0145 1.0610
O -3.9891 -0.3068 0.9188
S 0.2168 -2.8155 -2.2666
O 0.8536 -4.0047 -1.8245
O 1.1699 -1.9111 -2.6990
O -0.6425 -3.2516 -3.3237
O -0.5390 -2.2479 -1.1320
S 1.1247 2.8326 1.5459
O 2.5405 3.2657 1.6343
O 0.9755 1.4655 2.0728
O 0.3398 3.8816 2.3147
O 0.9953 2.7006 0.1659

Cartesian forces (eV/Å) of the 2 atoms listed first:
Na -0.9 0.5 0.3
Na -0.3 -0.1 1.0